Entry 1:
{"formula": "C6H12", "method": "wB97M-V/def2-TZVPD", "e_homo_ha": -0.2960, "e_lumo_ev": 1.01, "orbital_gap_ha": 0.333, "relative_energy_kcal_mol": 86.5, "species": ["C", "C", "C", "C", "C", "C", "H", "H", "H", "H", "H", "H", "H", "H", "H", "H", "H", "H"], "coordinates": [[2.410, 0.029, -0.319], [1.341, -1.005, -0.205], [0.366, -0.677, 0.850], [-0.606, -0.037, -0.200], [-0.920, 1.418, 0.136], [-1.847, -0.902, -0.400], [2.251, 1.008, 0.164], [3.228, -0.463, 0.235], [2.786, 0.163, -1.337], [-0.081, -0.061, -1.180], [0.663, 0.063, 1.611], [-0.100, -1.542, 1.333], [-1.541, 1.868, -0.647], [-0.007, 2.017, 0.230], [-1.464, 1.492, 1.084], [-1.556, -1.922, -0.675], [-2.482, -0.501, -1.199], [-2.443, -0.948, 0.519]], "nbo_charge": [-0.766, 0.125, -0.543, -0.191, -0.603, -0.599, 0.184, 0.267, 0.229, 0.230, 0.183, 0.217, 0.211, 0.211, 0.208, 0.225, 0.209, 0.203]}

---

Entry 2:
{"formula": "C6H12", "method": "wB97M-V/def2-TZVPD", "smiles": "C/C=C(\\C)CC", "e_homo_ha": -0.3080, "e_lumo_ev": 1.12, "orbital_gap_ha": 0.349, "relative_energy_kcal_mol": 111.7, "species": ["C", "C", "C", "C", "C", "C", "H", "H", "H", "H", "H", "H", "H", "H", "H", "H", "H", "H"], "coordinates": [[-0.996, -2.317, -0.176], [-0.896, -0.789, -0.405], [-0.133, 0.084, 0.376], [0.736, -0.346, 1.480], [-0.187, 1.541, -0.027], [0.757, 1.903, -1.231], [-0.810, -2.861, -1.191], [-1.944, -2.414, 0.465], [-0.210, -2.896, 0.636], [-1.197, -0.522, -1.264], [0.457, 0.306, 2.211], [0.639, -1.325, 1.843], [1.814, 0.013, 1.229], [0.409, 2.077, 0.796], [-1.121, 1.990, -0.185], [1.603, 1.610, -1.050], [0.678, 2.777, -1.401], [0.399, 1.167, -2.106]], "nbo_charge": [-0.668, -0.206, 0.040, -0.644, -0.420, -0.497, 0.228, 0.231, 0.196, 0.172, 0.214, 0.226, 0.211, 0.185, 0.216, 0.177, 0.173, 0.166]}

---

Entry 3:
{"formula": "C6H12", "method": "wB97M-V/def2-TZVPD", "e_homo_ha": -0.3374, "e_lumo_ev": 0.70, "orbital_gap_ha": 0.363, "relative_energy_kcal_mol": 147.0, "species": ["C", "C", "C", "C", "C", "C", "H", "H", "H", "H", "H", "H", "H", "H", "H", "H", "H", "H"], "coordinates": [[-1.262, -1.054, 0.433], [-0.418, 0.094, -0.115], [-1.288, 1.189, -0.718], [0.745, 0.542, 0.791], [1.655, -0.342, 0.155], [0.753, -0.477, -1.064], [-1.855, -1.517, -0.365], [-0.632, -1.827, 0.886], [-1.955, -0.691, 1.201], [-1.890, 0.804, -1.550], [-0.677, 2.015, -1.100], [-1.978, 1.593, 0.032], [0.922, 1.612, 0.844], [1.783, 0.480, 1.889], [2.024, -1.248, 0.621], [2.609, 0.343, 1.176], [0.596, -1.469, -1.506], [0.954, 0.251, -1.856]], "nbo_charge": [-0.604, -0.055, -0.614, -0.295, -0.272, -0.429, 0.208, 0.212, 0.212, 0.213, 0.208, 0.214, 0.219, 0.082, 0.219, 0.065, 0.203, 0.216]}

---

Entry 4:
{"formula": "C6H12", "method": "wB97M-V/def2-TZVPD", "smiles": "C=C(C)C.C=C", "e_homo_ha": -0.3374, "e_lumo_ev": 1.10, "orbital_gap_ha": 0.378, "relative_energy_kcal_mol": 41.4, "species": ["C", "C", "C", "C", "H", "H", "H", "H", "H", "H", "H", "H", "C", "C", "H", "H", "H", "H"], "coordinates": [[1.757, -0.841, 0.365], [0.845, -0.463, -0.521], [0.912, 0.864, -1.224], [-0.233, -1.390, -1.008], [1.747, -1.838, 0.800], [2.583, -0.188, 0.639], [-0.054, 1.372, -1.227], [1.650, 1.547, -0.798], [1.188, 0.710, -2.270], [-1.213, -0.910, -0.990], [-0.302, -2.323, -0.446], [-0.035, -1.656, -2.050], [-0.900, 0.650, 1.713], [-2.038, 1.040, 1.159], [-0.101, 1.356, 1.935], [-0.742, -0.378, 2.027], [-2.217, 2.080, 0.897], [-2.860, 0.347, 0.989]], "nbo_charge": [-0.425, 0.045, -0.649, -0.650, 0.194, 0.194, 0.217, 0.215, 0.216, 0.217, 0.215, 0.216, -0.371, -0.413, 0.196, 0.198, 0.193, 0.193]}

---

Entry 5:
{"formula": "C6H12", "method": "wB97M-V/def2-TZVPD", "e_homo_ha": -0.2242, "e_lumo_ev": -0.15, "orbital_gap_ha": 0.219, "relative_energy_kcal_mol": 152.5, "species": ["C", "C", "C", "C", "C", "C", "H", "H", "H", "H", "H", "H", "H", "H", "H", "H", "H", "H"], "coordinates": [[1.282, -1.779, 0.686], [1.359, -0.552, -0.192], [-0.024, 0.162, -0.445], [-1.018, 0.175, 0.593], [-1.418, 1.535, 1.103], [-0.310, 0.369, -1.823], [0.622, -1.578, 1.519], [2.261, -1.987, 1.135], [0.271, 1.296, -1.043], [1.090, -2.682, 0.106], [1.840, -0.740, -1.148], [-1.900, -0.380, 0.246], [-1.555, 2.236, 0.246], [-2.349, 1.537, 1.664], [-0.651, 2.049, 1.701], [0.503, 0.308, -2.550], [1.944, 0.260, 0.263], [-1.252, 0.142, -2.333]], "nbo_charge": [-0.614, -0.397, -0.057, -0.503, -0.610, -0.407, 0.250, 0.208, 0.350, 0.205, 0.198, 0.166, 0.150, 0.216, 0.193, 0.197, 0.211, 0.244]}

---

Entry 6:
{"formula": "C6H12", "method": "wB97M-V/def2-TZVPD", "smiles": "CC[C@H]1C[C@H]1C", "e_homo_ha": -0.3510, "e_lumo_ev": 1.24, "orbital_gap_ha": 0.397, "relative_energy_kcal_mol": 26.3, "species": ["C", "C", "C", "C", "C", "C", "H", "H", "H", "H", "H", "H", "H", "H", "H", "H", "H", "H"], "coordinates": [[1.897, 0.980, -0.623], [1.312, -0.187, 0.175], [0.101, -0.804, -0.471], [-0.908, -1.603, 0.301], [-1.313, -0.277, -0.251], [-1.657, 0.882, 0.657], [2.184, 0.662, -1.632], [1.167, 1.790, -0.728], [2.790, 1.391, -0.136], [1.047, 0.157, 1.181], [2.077, -0.960, 0.307], [0.302, -1.198, -1.478], [-0.753, -1.629, 1.378], [-1.301, -2.522, -0.119], [-1.707, -0.238, -1.256], [-2.686, 0.814, 1.034], [-1.561, 1.840, 0.133], [-0.992, 0.902, 1.527]], "nbo_charge": [-0.602, -0.400, -0.211, -0.419, -0.235, -0.610, 0.201, 0.202, 0.208, 0.195, 0.201, 0.204, 0.209, 0.216, 0.214, 0.214, 0.210, 0.204]}